No. 1
This record from the OMol25 dataset describes a cluster of 2 separate species, C10H16O in total in a non-equilibrium geometry. The level of theory is ωB97M-V with the def2-TZVPD basis set.

Structure (XYZ):
```
27
Properties=species:S:1:pos:R:3:forces:R:3
C 0.5912 -3.0386 0.3434 0.861 -1.554 -0.725
C 0.0585 -1.8672 1.1068 0.517 -1.292 1.034
C 0.2086 -1.8736 2.5129 -0.275 1.014 -1.285
C -0.4079 -0.8314 3.2171 1.990 -0.643 -0.660
C -1.1309 0.1174 2.5315 -1.592 1.016 0.068
C -1.4439 0.0321 1.1616 1.281 -0.889 1.383
C -0.7106 -0.9292 0.4741 -2.049 -0.423 -0.662
H 0.2817 -4.0022 0.7695 0.058 0.299 0.468
H 1.6886 -3.1320 0.2326 -0.296 0.453 0.479
H 0.2640 -3.1956 -0.6839 -0.412 0.828 -0.164
H 0.8654 -2.6282 2.9302 -0.246 0.095 0.367
H -0.0838 -0.6451 4.2282 -0.503 -0.111 0.378
H -1.5332 0.9122 3.1614 -0.165 -0.022 -0.389
H -2.2121 0.6031 0.6686 0.135 0.428 0.046
H -0.9904 -1.1604 -0.5539 0.388 0.414 -0.052
C 0.9279 1.0427 -3.4601 -1.359 2.066 -1.449
C 0.0934 1.8209 -2.4158 1.760 0.398 1.027
C 0.6793 1.3042 -1.0785 0.124 1.833 1.359
O 0.3311 3.2467 -2.4353 -0.174 0.114 -1.301
H 0.4723 0.0581 -3.5140 0.665 -0.334 -0.115
H 1.9988 1.1521 -3.3419 0.186 -0.685 0.962
H 0.8630 1.5478 -4.4402 -0.695 -0.372 0.053
H -1.0027 1.8215 -2.5755 0.580 -1.059 0.184
H 1.3624 2.1081 -0.7213 0.058 -0.239 -0.551
H 0.0208 1.3271 -0.2084 -0.201 -0.643 -0.482
H 1.3734 0.4627 -1.0836 -0.767 -0.426 -0.258
H 0.7119 3.5758 -1.6253 0.132 -0.267 0.286
```
Positions in Å, forces in eV/Å.

LUMO: 0.0322 Eh
Gap between HOMO and LUMO: 0.365 hartree
Multiplicity: 1
Highest occupied orbital energy: -0.3327 Ha

No. 2
This record from the OMol25 dataset describes the molecule C2H6N2O in a non-equilibrium geometry. The level of theory is ωB97M-V with the def2-TZVPD basis set.

Structure (XYZ):
```
11
Properties=species:S:1:pos:R:3:forces:R:3
N -0.4329 -1.6090 -0.3394 -0.301 2.375 0.309
C 0.1476 -0.3436 -0.8963 0.177 -0.328 -1.258
C 0.6389 0.8363 -0.0562 -0.592 -2.444 2.564
N -0.2121 1.1259 1.0006 -0.262 0.814 0.624
O 1.7846 1.2031 -0.0913 0.104 0.951 -0.448
H 0.0675 -1.8557 0.5111 -0.023 -0.037 -0.026
H -1.3284 -1.2158 -0.0462 -0.223 -1.108 0.398
H -0.5746 0.0556 -1.5965 -0.380 -0.032 -0.292
H 0.9873 -0.6263 -1.4931 0.697 -0.012 -0.387
H -1.1411 0.7856 1.1851 0.032 -0.464 -0.967
H 0.0632 1.6437 1.8221 0.771 0.285 -0.516
```
Positions in Å, forces in eV/Å.

LUMO: 0.0262 Eh
Gap between HOMO and LUMO: 0.382 hartree
Multiplicity: 1
Highest occupied orbital energy: -0.3560 Ha

No. 3
This record from the OMol25 dataset describes a structure of composition C5H12O3SSi in a non-equilibrium geometry. The level of theory is ωB97M-V with the def2-TZVPD basis set.

Structure (XYZ):
```
22
Properties=species:S:1:pos:R:3:forces:R:3
C 2.0911 2.6185 0.2191 -0.909 0.683 0.218
C 0.9434 1.9395 0.2506 -1.121 0.178 2.155
C 1.9201 -0.8782 1.3508 -1.550 1.915 -0.701
C 0.7471 -0.6629 -1.6314 -1.351 0.690 -0.026
C -2.9445 -1.4938 -0.1837 -0.905 -1.217 2.320
O -0.8277 -0.4274 0.5791 0.491 0.260 1.279
O -2.8694 0.8447 1.0220 0.632 -0.720 -0.364
O -1.9637 0.7015 -1.2526 0.313 -0.348 0.296
Si 0.6981 0.0979 0.0994 2.433 -1.096 -0.238
S -2.1593 0.0753 0.0305 -2.543 1.187 -0.660
H 2.2354 3.6240 0.6047 -0.581 0.047 0.118
H 2.9951 2.2977 -0.2075 0.965 -1.012 -0.727
H 0.0892 2.3799 0.8825 1.162 -0.198 -1.195
H 1.5566 -1.8375 1.6826 -0.319 -0.290 -0.018
H 2.7707 -1.0403 0.6999 0.635 0.124 0.367
H 2.0851 -0.2230 2.2451 0.299 -0.625 -0.917
H -0.1740 -1.3178 -1.4260 1.762 0.102 -1.095
H 0.4233 0.0609 -2.4344 0.317 -0.657 0.947
H 1.6859 -1.1305 -1.9611 -0.588 -0.284 0.317
H -3.4998 -1.7573 0.8069 0.956 0.559 -1.828
H -3.5949 -1.6091 -1.0235 -0.667 0.782 -0.426
H -2.2078 -2.2621 -0.3530 0.567 -0.079 0.177
```
Positions in Å, forces in eV/Å.

LUMO: 0.0238 Eh
Gap between HOMO and LUMO: 0.395 hartree
Multiplicity: 1
Highest occupied orbital energy: -0.3713 Ha

No. 4
This record from the OMol25 dataset describes a structure of composition C39H43Cl3N7O2V in a non-equilibrium geometry. The level of theory is ωB97M-V with the def2-TZVPD basis set.

Structure (XYZ):
```
95
Properties=species:S:1:pos:R:3:forces:R:3
O 20.5022 1.2557 3.7845 1.144 0.170 3.249
V 20.5178 1.7686 5.3113 -4.514 1.702 -4.340
C 16.2677 2.6994 5.3127 -0.005 0.597 0.129
C 17.4582 3.5378 4.8575 0.187 -0.712 -0.401
C 17.5469 4.8837 5.5728 -0.663 -0.990 0.021
O 18.6268 2.7598 4.9462 2.424 -1.101 1.370
H 16.3935 2.4309 6.3648 0.022 -0.412 -0.094
H 16.1774 1.8370 4.6518 0.010 -0.195 0.269
H 15.3245 3.2472 5.2644 0.076 0.131 -0.172
H 17.3197 3.7003 3.7791 -0.179 0.422 0.007
H 17.7644 4.7176 6.6319 0.523 0.186 -0.117
H 16.5456 5.3229 5.5903 0.177 0.420 -0.385
H 18.2890 5.4699 5.0439 -0.114 0.545 0.325
N 21.5676 3.6358 4.7497 0.724 0.455 0.363
C 21.0285 4.8346 5.0366 -0.751 -0.310 -0.163
C 21.5762 6.0396 4.6563 0.810 0.532 0.455
C 22.8120 6.0564 4.0254 0.148 -0.809 -0.634
C 23.4203 4.8335 3.7613 -0.575 0.259 -0.030
C 22.7695 3.6739 4.1470 0.278 -0.555 -0.009
H 20.0669 4.8118 5.5258 0.070 -0.135 0.100
H 21.1321 6.9781 4.9587 -0.376 -0.112 -0.114
H 23.3108 6.9350 3.6395 -0.256 0.288 0.320
H 24.3345 4.8053 3.1879 0.117 -0.230 0.183
H 23.2641 2.7218 3.9941 -0.185 -0.087 -0.228
N 20.7685 2.7145 7.3804 0.627 0.071 0.471
C 21.9736 3.0435 7.8842 -0.362 0.600 0.179
C 22.1079 3.6859 9.1055 0.665 -0.638 0.084
C 21.0041 3.8980 9.9038 -0.576 0.336 0.118
C 19.7499 3.5871 9.4024 0.665 -0.790 -0.228
C 19.7030 3.0047 8.1419 -0.670 0.323 -0.281
H 22.8493 2.8873 7.2672 -0.034 -0.219 -0.059
H 23.0979 3.8963 9.4876 0.013 0.150 -0.150
H 21.0892 4.3389 10.8888 0.153 -0.035 -0.010
H 18.8476 3.6471 9.9935 0.158 0.405 -0.142
H 18.7360 2.8675 7.6699 0.178 -0.488 -0.059
N 21.5477 4.6599 0.3795 -0.297 -0.717 0.122
C 20.5980 4.4184 1.2960 0.663 0.668 -0.419
C 19.5474 3.5412 1.1162 -0.626 -0.132 -0.348
C 19.4519 2.8774 -0.1016 0.853 -0.136 -0.016
C 20.4772 3.0519 -1.0244 -0.134 0.000 -0.480
C 21.4991 3.9425 -0.7558 0.349 0.563 1.174
H 20.7435 5.0222 2.1840 -0.416 -0.165 0.250
H 18.7664 3.4090 1.8531 0.200 0.016 0.231
H 18.6840 2.1510 -0.3263 -0.234 0.154 0.157
H 20.4673 2.5280 -1.9714 -0.005 -0.083 0.049
H 22.3876 4.1052 -1.3519 -0.325 -0.192 -0.609
N 13.2198 6.4360 4.2105 0.716 -0.626 -0.238
C 13.5118 7.6539 4.6375 0.037 0.602 0.159
C 13.7052 8.0028 5.9756 -0.011 -0.834 -0.673
C 13.6670 6.9531 6.8797 -0.006 0.506 0.229
C 13.4542 5.6445 6.4494 0.559 0.452 -0.058
C 13.2786 5.4256 5.0831 -0.918 0.520 0.660
H 13.6294 8.4151 3.8723 -0.291 0.013 -0.035
H 13.9095 9.0295 6.2393 0.046 -0.030 0.160
H 13.8181 7.2050 7.9239 -0.064 -0.295 0.095
H 13.5037 4.8592 7.1921 -0.199 -0.268 -0.237
H 13.0327 4.4396 4.7080 0.154 -0.064 -0.090
N 16.8206 9.8487 5.4752 -0.488 0.586 -0.789
C 17.0904 8.7156 4.8359 1.080 -0.043 0.879
C 18.2534 8.5345 4.0793 -0.735 -0.154 -0.576
C 19.0852 9.6144 3.8303 -0.848 -0.512 0.546
C 18.7100 10.8335 4.3938 1.352 -0.449 -0.809
C 17.5734 10.9153 5.1658 0.301 -0.236 0.695
H 16.4678 7.8696 5.1020 -0.126 -0.040 -0.232
H 18.4049 7.5648 3.6204 0.209 -0.004 0.024
H 19.9786 9.4704 3.2389 0.067 0.265 -0.003
H 19.4387 11.6186 4.2290 -0.592 0.547 0.216
H 17.3417 11.8533 5.6536 -0.229 -0.019 0.033
N 16.0932 3.1170 11.3620 -0.688 0.036 0.214
C 15.2637 4.1814 11.5060 0.024 -1.216 -0.545
C 15.0261 5.0418 10.4666 -0.046 0.610 -0.818
C 15.7051 4.8847 9.2514 -0.943 0.234 0.576
C 16.5206 3.8005 9.1032 -0.169 -0.751 -0.236
C 16.6211 2.8997 10.1727 0.401 0.716 -0.159
H 14.6244 4.1641 12.3784 0.398 0.330 0.344
H 14.2639 5.8120 10.4730 0.048 -0.001 0.534
H 15.3977 5.5384 8.4462 0.538 0.026 -0.183
H 16.9606 3.5661 8.1412 -0.047 0.029 0.165
H 17.1952 1.9894 10.0324 0.036 -0.092 0.196
N 19.4809 0.1691 6.3947 -0.947 -0.646 0.805
C 20.0360 -0.4976 7.4275 1.239 1.040 -0.145
C 19.4373 -1.4452 8.2288 -0.377 -0.711 -0.703
C 18.1666 -1.8779 7.8564 -0.045 0.758 -0.233
C 17.5374 -1.1813 6.8265 0.015 -0.468 0.022
C 18.1884 -0.1637 6.1642 0.454 0.373 -0.769
H 21.0611 -0.1783 7.5966 0.020 -0.315 0.349
H 19.9856 -1.9713 8.9954 0.136 0.264 0.103
H 17.6666 -2.7018 8.3449 0.049 -0.004 0.093
H 16.5646 -1.4702 6.4525 -0.085 0.089 0.246
H 17.6858 0.3777 5.3734 0.185 0.078 0.005
C 13.4367 -0.1046 5.0207 0.663 0.039 0.142
Cl 11.9810 -0.2750 4.1056 -0.442 -0.208 -0.213
Cl 13.8499 -1.5834 5.9384 -0.208 0.262 -0.164
Cl 13.3581 1.2991 6.0810 -0.137 -0.019 0.292
H 14.2568 0.0803 4.3368 -0.025 -0.118 -0.015
```
Positions in Å, forces in eV/Å.

Expectation value of S²: 0.79
LUMO (alpha / beta): -0.1433 / -0.1315 Eh
Total charge: +1
Gap between HOMO and LUMO (alpha / beta): 0.267 / 0.278 hartree
Multiplicity: 2
Highest occupied orbital energy (alpha / beta): -0.4105 / -0.4093 Ha

The calculation returns the following energy relative to the best compared isomer or geometry (same formula, charge and spin) values, one per record and in order: 222.67; 97.86; 0.00; 139.51 kJ/mol.